# 1
{
  "formula": "C39H38AsBaCl4N11O4P2",
  "method": "wB97M-V/def2-TZVPD",
  "symbols": ["Ba", "N", "C", "N", "N", "N", "N", "C", "N", "N", "N", "N", "H", "O", "P", "C", "P", "O", "C", "C", "C", "C", "C", "C", "C", "C", "C", "C", "C", "C", "C", "C", "C", "C", "C", "C", "C", "C", "C", "C", "C", "C", "H", "H", "H", "H", "H", "H", "H", "H", "H", "H", "H", "H", "H", "H", "H", "H", "H", "H", "H", "H", "H", "H", "Cl", "C", "C", "Cl", "C", "Cl", "C", "O", "C", "O", "C", "Cl", "C", "N", "C", "C", "N", "H", "H", "H", "H", "H", "H", "C", "As", "C", "C", "H", "H", "H", "H", "H", "H", "H", "H", "H"],
  "coordinates": [[1.105, 0.570, 1.577], [-0.309, 2.951, 4.495], [-1.273, 2.449, 3.654], [-2.568, 2.736, 3.848], [-3.207, 2.062, 2.894], [-2.346, 1.410, 2.174], [-1.092, 1.632, 2.617], [1.064, 2.929, 4.323], [1.848, 3.744, 5.025], [3.091, 3.426, 4.631], [3.049, 2.479, 3.754], [1.765, 2.119, 3.527], [-0.627, 3.691, 5.095], [0.288, 1.905, -0.240], [-0.787, 1.585, -1.199], [-1.937, 0.260, -0.669], [-1.195, -1.408, -0.672], [0.029, -1.557, 0.128], [-0.982, -2.018, -2.369], [-2.045, -2.187, -3.253], [-1.842, -2.817, -4.468], [-0.577, -3.282, -4.804], [0.483, -3.118, -3.925], [0.283, -2.491, -2.704], [-2.548, -2.502, -0.129], [-3.905, -2.246, -0.312], [-4.847, -3.217, -0.008], [-4.445, -4.454, 0.476], [-3.094, -4.712, 0.676], [-2.153, -3.741, 0.374], [-1.882, 3.016, -1.481], [-1.710, 3.882, -2.558], [-2.519, 5.000, -2.693], [-3.498, 5.267, -1.745], [-3.652, 4.426, -0.652], [-2.848, 3.304, -0.518], [-0.117, 1.186, -2.825], [-0.876, 1.205, -3.993], [-0.253, 1.035, -5.216], [1.125, 0.858, -5.276], [1.876, 0.816, -4.113], [1.257, 0.972, -2.882], [-2.826, 0.291, -1.300], [-2.195, 0.494, 0.385], [-3.037, -1.851, -2.969], [-2.670, -2.949, -5.155], [-0.420, -3.772, -5.758], [1.471, -3.472, -4.191], [1.099, -2.363, -1.997], [-4.238, -1.280, -0.669], [-5.900, -3.008, -0.153], [-5.184, -5.214, 0.699], [-2.778, -5.672, 1.065], [-1.095, -3.920, 0.532], [-0.933, 3.684, -3.286], [-2.380, 5.668, -3.535], [-4.132, 6.138, -1.857], [-4.393, 4.645, 0.106], [-2.953, 2.663, 0.351], [-1.947, 1.373, -3.941], [-0.839, 1.043, -6.128], [1.612, 0.737, -6.237], [2.946, 0.651, -4.152], [1.829, 0.912, -1.961], [6.081, -4.297, -1.195], [4.990, -3.358, -0.218], [4.671, -3.770, 1.060], [5.327, -5.249, 1.694], [3.804, -2.985, 1.839], [3.388, -3.491, 3.452], [3.240, -1.779, 1.398], [2.495, -1.027, 2.124], [3.509, -1.386, 0.014], [2.921, -0.362, -0.483], [4.407, -2.183, -0.716], [4.765, -1.663, -2.347], [-3.141, -2.783, 3.917], [-1.746, -2.604, 4.285], [-1.465, -2.628, 5.715], [-0.993, -1.797, 3.539], [-0.324, -1.112, 2.897], [-3.459, -3.783, 4.222], [-3.257, -2.683, 2.841], [-3.782, -2.045, 4.414], [-1.658, -3.631, 6.100], [-2.101, -1.914, 6.252], [-0.423, -2.370, 5.882], [3.753, 2.470, -1.348], [3.304, 2.255, 0.561], [3.394, 4.192, 0.938], [5.109, 1.782, 1.132], [4.683, 3.033, -1.466], [2.943, 2.992, -1.862], [3.878, 1.479, -1.782], [4.308, 4.631, 0.528], [3.356, 4.371, 2.012], [2.531, 4.679, 0.476], [5.825, 2.551, 0.831], [5.386, 0.833, 0.668], [5.115, 1.667, 2.214]],
  "forces_ev_per_a": [[-1.2, 0.3, -0.3], [0.0, 0.0, 0.1], [-0.3, -0.1, -0.2], [0.2, 0.1, 0.2], [0.1, -0.1, -0.1], [-0.1, -0.2, -0.2], [-1.0, 0.9, 0.8], [0.6, 0.0, 0.0], [-0.3, 0.1, 0.0], [0.0, -0.1, 0.0], [0.1, -0.1, 0.0], [-0.2, 1.0, 1.1], [0.0, 0.0, 0.0], [-0.4, 0.9, -1.3], [-0.9, 0.4, -0.9], [0.8, -0.2, -0.2], [-1.0, 0.1, -0.3], [0.2, -0.1, -0.1], [0.1, -0.1, 0.0], [0.0, 0.1, 0.2], [-0.1, 0.1, -0.1], [0.1, 0.0, 0.0], [0.0, 0.0, -0.2], [0.1, 0.2, 0.2], [0.0, -0.1, 0.0], [0.1, 0.1, 0.1], [-0.1, -0.1, 0.0], [0.0, 0.0, 0.0], [-0.1, -0.1, 0.0], [0.2, 0.1, 0.0], [0.0, -0.2, 0.1], [0.1, 0.0, 0.0], [0.0, 0.0, 0.0], [0.0, 0.0, 0.0], [-0.1, 0.1, 0.0], [0.0, -0.1, 0.0], [0.1, 0.0, 0.1], [0.0, -0.1, 0.0], [-0.1, 0.0, -0.1], [0.0, -0.1, 0.0], [0.1, -0.1, -0.1], [-0.1, 0.0, 0.2], [0.0, 0.0, 0.0], [-0.2, 0.0, -0.1], [0.0, 0.0, -0.1], [0.0, 0.0, 0.0], [0.0, 0.0, 0.0], [0.0, 0.0, 0.0], [0.0, 0.0, 0.0], [0.0, 0.0, 0.0], [0.0, 0.0, 0.0], [0.0, 0.0, 0.0], [0.0, 0.0, 0.0], [0.0, 0.0, 0.0], [0.0, 0.0, 0.0], [0.0, 0.0, 0.0], [0.0, 0.0, 0.0], [0.0, 0.0, 0.0], [0.0, 0.0, 0.0], [0.0, 0.0, -0.1], [0.0, 0.0, 0.0], [0.0, 0.0, 0.0], [0.0, 0.0, 0.0], [0.0, -0.1, -0.1], [0.0, 0.0, -0.1], [-0.1, -0.1, 0.3], [0.0, 0.1, -0.2], [0.0, -0.1, 0.1], [-0.1, 0.2, 0.0], [0.0, 0.0, 0.1], [0.5, -0.5, -0.2], [2.4, -2.6, 0.8], [-0.1, -0.1, -0.1], [-0.1, 0.1, 0.1], [0.0, 0.0, 0.0], [0.0, 0.0, -0.1], [-0.1, 0.1, 0.0], [0.0, -0.2, 0.2], [0.0, 0.0, 0.0], [0.0, 0.2, -0.1], [-1.0, -1.3, 1.0], [0.0, 0.0, 0.0], [0.0, 0.0, 0.0], [0.0, 0.0, 0.0], [0.0, 0.0, 0.0], [0.0, 0.0, 0.0], [0.0, 0.0, 0.0], [0.1, 0.0, -0.1], [1.6, 1.5, -0.7], [0.1, 0.1, 0.0], [0.2, -0.1, 0.0], [0.0, 0.1, 0.1], [0.0, 0.0, 0.0], [0.0, 0.0, 0.0], [0.0, 0.0, 0.0], [0.0, -0.1, 0.0], [0.0, 0.0, 0.0], [0.0, 0.0, 0.0], [-0.1, 0.0, 0.0], [0.0, 0.0, 0.0]],
  "e_tot_ev": -195845.1420,
  "total_charge": -2,
  "orbital_gap_ev": 4.7
}

---

# 2
{
  "formula": "C39H38Br2ClIN3O3Tl",
  "method": "wB97M-V/def2-TZVPD",
  "symbols": ["Tl", "O", "C", "N", "C", "O", "C", "C", "C", "C", "C", "N", "C", "C", "C", "C", "C", "N", "H", "H", "H", "H", "H", "H", "H", "H", "C", "C", "C", "C", "C", "C", "C", "Br", "C", "O", "C", "C", "C", "C", "C", "C", "H", "H", "H", "H", "H", "H", "H", "H", "H", "H", "H", "H", "H", "H", "H", "H", "H", "H", "H", "H", "Br", "C", "C", "C", "C", "C", "C", "I", "H", "H", "H", "H", "Cl", "C", "C", "C", "C", "C", "C", "C", "H", "H", "H", "H", "H", "H"],
  "coordinates": [[0.144, -0.349, 0.216], [-3.677, 1.246, 0.127], [-2.392, 1.672, 0.018], [-1.586, 1.847, 0.968], [-1.685, 2.156, 2.304], [-2.483, 2.935, 2.765], [-0.580, 1.551, 3.168], [-0.592, 1.865, 4.517], [0.445, 1.414, 5.319], [1.459, 0.673, 4.741], [1.370, 0.360, 3.392], [0.367, 0.771, 2.624], [-1.572, 1.790, -1.436], [-3.520, 2.872, -2.497], [-1.935, 1.480, -3.761], [-0.532, 1.499, -3.930], [0.231, 1.807, -2.684], [-0.274, 1.907, -1.329], [-1.403, 2.467, 4.900], [0.462, 1.647, 6.376], [2.308, 0.332, 5.317], [2.121, -0.251, 2.899], [-3.974, 3.833, -2.575], [-2.353, 1.538, -4.758], [-0.077, 1.444, -4.904], [1.305, 1.908, -2.730], [8.197, -2.406, -0.211], [7.331, -1.728, -1.283], [7.421, -2.531, -2.589], [7.892, -0.330, -1.540], [5.883, -1.687, -0.796], [5.190, -0.508, -0.585], [3.915, -0.554, -0.045], [2.952, 1.087, 0.142], [3.234, -1.736, 0.310], [2.103, -1.720, 0.953], [3.892, -2.946, -0.082], [5.190, -2.879, -0.559], [3.148, -4.282, 0.025], [2.792, -4.585, 1.487], [1.859, -4.187, -0.808], [3.973, -5.451, -0.515], [9.238, -2.458, -0.542], [7.854, -3.421, -0.006], [8.161, -1.839, 0.721], [8.448, -2.526, -2.966], [6.773, -2.094, -3.351], [7.123, -3.570, -2.445], [8.931, -0.409, -1.867], [7.871, 0.279, -0.635], [7.333, 0.184, -2.324], [5.618, 0.454, -0.829], [5.701, -3.807, -0.779], [2.155, -3.802, 1.887], [3.698, -4.648, 2.095], [2.261, -5.540, 1.556], [1.207, -3.408, -0.414], [1.321, -5.139, -0.780], [2.096, -3.951, -1.849], [4.879, -5.610, 0.074], [4.253, -5.298, -1.559], [3.375, -6.363, -0.458], [-4.000, -3.697, 4.386], [-2.118, -3.527, 4.332], [-1.377, -4.239, 5.264], [0.005, -4.154, 5.264], [0.651, -3.376, 4.316], [-0.086, -2.674, 3.375], [-1.475, -2.728, 3.391], [-2.538, -1.582, 2.003], [-1.892, -4.859, 5.985], [0.575, -4.706, 5.999], [1.731, -3.316, 4.292], [0.433, -2.107, 2.613], [-2.666, 1.665, -2.450], [-3.477, 0.429, -2.061], [-4.642, 0.709, -1.264], [-5.615, -0.307, -0.971], [-5.279, -1.620, -1.139], [-3.994, -1.962, -1.587], [-3.068, -1.000, -2.026], [-1.779, -1.413, -2.325], [-5.091, 1.638, -1.605], [-6.613, 0.011, -0.712], [-5.998, -2.403, -0.938], [-3.710, -3.001, -1.676], [-1.083, -0.789, -2.859], [-1.512, -2.454, -2.207]],
  "forces_ev_per_a": [[0.6, -0.7, 0.0], [1.3, 0.9, 0.9], [-1.5, -1.0, -0.9], [0.5, 0.5, 0.3], [0.0, -0.5, -0.3], [0.0, 0.1, 0.2], [-0.1, -0.1, 0.0], [0.0, 0.1, 0.0], [0.0, 0.0, -0.1], [0.0, 0.0, 0.0], [0.1, -0.1, 0.0], [-0.4, 0.4, 0.0], [3.4, 0.1, 9.2], [-1.2, 0.9, -0.1], [5.8, -1.1, -7.5], [0.5, 1.5, 5.7], [-0.3, -0.7, -0.3], [0.2, -0.1, -6.0], [0.0, 0.0, 0.0], [0.0, 0.0, 0.0], [0.0, 0.0, 0.0], [0.0, 0.0, 0.0], [0.2, 0.1, 0.1], [-1.6, -0.4, 0.7], [0.1, 0.1, 0.0], [0.0, 0.0, -0.1], [0.1, 0.0, -0.1], [-0.1, -0.1, 0.0], [0.1, 0.1, 0.0], [0.0, -0.1, 0.0], [0.1, 0.0, -0.1], [0.0, 0.0, 0.1], [-0.1, -0.2, -0.2], [0.2, 0.2, 0.1], [0.0, 0.0, 0.2], [-0.2, 0.2, -0.1], [0.1, 0.0, 0.1], [-0.1, 0.0, 0.0], [0.0, 0.1, 0.1], [0.0, 0.0, 0.0], [0.0, 0.0, 0.0], [0.0, 0.0, 0.0], [0.0, 0.0, 0.0], [0.0, 0.0, 0.0], [0.0, 0.0, 0.0], [0.0, 0.0, 0.0], [0.0, 0.0, 0.0], [0.0, 0.0, 0.0], [0.0, 0.0, 0.0], [0.0, 0.0, 0.0], [0.0, 0.0, 0.0], [0.0, 0.0, 0.1], [0.0, 0.0, 0.0], [0.0, 0.0, 0.0], [0.0, 0.0, 0.0], [0.0, 0.0, 0.0], [0.0, 0.0, 0.0], [0.0, 0.0, 0.0], [0.0, 0.0, 0.0], [0.0, 0.0, 0.0], [0.0, 0.0, 0.0], [0.0, 0.0, 0.0], [0.0, 0.0, 0.0], [0.1, 0.1, 0.0], [0.0, 0.0, 0.0], [0.0, 0.0, 0.0], [0.0, 0.0, 0.0], [0.0, 0.0, -0.1], [-0.1, -0.1, 0.0], [-0.2, -0.1, 0.2], [0.0, 0.0, 0.0], [0.0, 0.0, 0.0], [0.0, 0.0, 0.0], [0.0, 0.0, 0.0], [-5.9, 3.0, -2.7], [-3.9, -5.7, 0.4], [1.1, 1.7, -0.7], [0.2, -0.1, 0.2], [0.3, 0.0, 0.0], [-0.5, 0.0, 0.1], [1.8, 0.7, -0.3], [-0.6, -0.2, -0.5], [0.0, 0.2, 0.8], [0.0, 0.0, 0.2], [0.0, 0.0, 0.0], [0.1, 0.0, 0.1], [0.3, 0.1, 0.3], [0.0, 0.0, 0.0]],
  "e_tot_ev": -217053.8776,
  "total_charge": 0,
  "orbital_gap_ev": [4.9, 4.3]
}

---

# 3
{
  "formula": "C39H38BrN7O2Ru",
  "method": "wB97M-V/def2-TZVPD",
  "symbols": ["Ru", "O", "C", "C", "C", "C", "C", "C", "N", "H", "H", "H", "H", "H", "H", "H", "Br", "C", "C", "C", "C", "C", "C", "N", "C", "C", "C", "C", "C", "C", "N", "H", "H", "H", "H", "H", "H", "H", "H", "H", "C", "C", "C", "C", "C", "N", "C", "O", "N", "C", "C", "C", "C", "N", "C", "C", "C", "H", "H", "H", "H", "H", "H", "H", "H", "H", "H", "H", "H", "H", "C", "C", "C", "C", "C", "C", "C", "C", "N", "H", "H", "H", "H", "H", "H", "H", "H", "H"],
  "coordinates": [[1.095, 0.241, 0.089], [2.799, -1.161, 0.955], [3.716, -1.619, -0.024], [3.029, -1.728, -1.352], [3.300, -2.754, -2.237], [2.734, -2.719, -3.502], [1.932, -1.646, -3.846], [1.677, -0.679, -2.891], [2.187, -0.723, -1.654], [3.290, -0.456, 1.475], [4.158, -2.575, 0.265], [4.530, -0.890, -0.128], [3.955, -3.560, -1.937], [2.925, -3.514, -4.211], [1.489, -1.556, -4.828], [1.040, 0.163, -3.117], [-3.172, -0.274, -3.922], [-2.608, 0.194, -2.172], [-1.349, -0.473, -1.657], [-0.480, 0.685, -1.204], [-1.240, 1.437, -0.147], [-2.569, 1.675, -0.258], [-3.193, 1.185, -1.478], [-0.299, 1.606, 0.817], [-0.416, 1.999, 2.093], [0.766, 1.969, 2.871], [0.862, 2.593, 4.127], [2.084, 2.662, 4.748], [3.199, 2.102, 4.125], [3.010, 1.447, 2.921], [1.838, 1.341, 2.308], [-0.900, -1.089, -2.437], [-0.155, 1.346, -2.012], [-3.142, 2.208, 0.488], [-4.106, 1.639, -1.841], [-1.358, 2.356, 2.491], [-0.018, 3.044, 4.564], [2.186, 3.159, 5.703], [4.187, 2.168, 4.558], [4.556, 0.194, 3.012], [-8.532, 1.932, -1.712], [-7.839, 0.625, -1.442], [-8.198, -0.177, -0.361], [-7.568, -1.386, -0.119], [-6.560, -1.831, -0.968], [-5.967, -3.091, -0.711], [-4.662, -3.505, -0.765], [-4.359, -4.664, -0.590], [-3.705, -2.495, -0.961], [-2.353, -2.662, -0.746], [-1.694, -3.868, -0.760], [-0.391, -3.921, -0.264], [0.200, -2.766, 0.285], [-0.330, -1.575, 0.247], [-1.616, -1.389, -0.420], [-6.213, -1.061, -2.070], [-6.839, 0.157, -2.287], [-9.148, 2.234, -0.866], [-9.182, 1.854, -2.585], [-7.813, 2.728, -1.908], [-8.981, 0.153, 0.311], [-7.850, -1.984, 0.739], [-6.566, -3.820, -0.357], [-4.037, -1.540, -0.954], [-2.206, -4.765, -1.064], [0.147, -4.856, -0.225], [1.167, -2.841, 0.773], [-2.257, -0.821, 0.263], [-5.496, -1.427, -2.792], [-6.555, 0.738, -3.159], [6.753, 0.571, 3.408], [6.445, 1.491, 2.254], [7.464, 2.251, 1.693], [7.217, 3.093, 0.623], [5.942, 3.162, 0.092], [4.894, 2.407, 0.612], [3.541, 2.504, -0.040], [5.158, 1.584, 1.710], [4.118, 0.758, 2.292], [7.782, 0.707, 3.734], [6.640, -0.482, 3.136], [6.119, 0.758, 4.279], [8.461, 2.182, 2.110], [8.016, 3.686, 0.200], [5.746, 3.806, -0.757], [3.637, 2.877, -1.059], [2.857, 3.157, 0.504], [3.071, 1.515, -0.083]],
  "forces_ev_per_a": [[-0.8, -0.1, 0.0], [0.1, 0.1, 0.0], [0.0, 0.0, 0.0], [0.0, 0.1, 0.0], [0.1, 0.1, 0.0], [0.0, -0.1, 0.0], [0.0, 0.1, 0.0], [0.1, 0.0, 0.0], [-0.1, -0.1, 0.1], [0.0, -0.1, 0.1], [-0.1, 0.0, 0.0], [0.0, -0.1, 0.0], [0.0, 0.0, 0.0], [0.0, 0.0, 0.0], [0.0, 0.0, 0.0], [0.0, 0.0, 0.0], [0.0, 0.0, 0.0], [0.1, 0.0, 0.0], [-0.1, 0.0, 0.0], [0.0, 0.0, 0.1], [0.2, 0.0, -0.2], [-0.1, 0.0, 0.1], [0.0, 0.0, 0.1], [0.1, 0.0, 0.0], [0.1, 0.0, 0.0], [-0.1, 0.0, -0.1], [0.0, 0.0, 0.0], [0.0, 0.0, 0.0], [0.0, 0.0, 0.0], [0.0, -0.1, 0.0], [0.1, 0.1, 0.0], [0.1, 0.0, 0.0], [0.0, 0.0, 0.0], [0.0, 0.0, 0.0], [0.0, 0.0, 0.0], [0.0, 0.0, 0.0], [0.0, 0.0, 0.0], [0.0, 0.0, 0.0], [0.0, 0.0, 0.0], [0.0, 0.0, 0.0], [0.0, 0.0, 0.0], [0.0, 0.0, 0.0], [0.0, 0.0, 0.0], [0.1, 0.1, 0.0], [0.0, 0.0, 0.1], [0.1, -0.1, -0.1], [0.0, 0.1, 0.1], [0.0, 0.0, 0.0], [0.0, -0.1, 0.1], [-0.1, 0.1, 0.0], [0.0, 0.0, 0.0], [0.0, 0.0, 0.0], [0.0, -0.1, -0.1], [0.2, -0.2, -0.1], [0.0, -0.1, 0.0], [-0.1, 0.0, -0.1], [0.1, 0.0, -0.1], [0.0, 0.0, 0.0], [0.0, 0.0, 0.0], [0.0, 0.0, 0.0], [0.0, 0.0, 0.0], [0.0, 0.0, 0.0], [0.0, -0.1, -0.1], [-0.1, 0.0, -0.1], [0.0, 0.0, 0.0], [0.0, 0.0, 0.0], [0.0, 0.0, 0.0], [0.1, 0.1, 0.0], [0.1, 0.0, 0.0], [0.0, 0.0, 0.0], [0.0, 0.0, 0.0], [0.0, 0.0, 0.0], [0.0, 0.0, 0.0], [0.0, 0.0, 0.0], [0.0, 0.0, 0.0], [0.0, 0.1, 0.0], [0.0, -0.1, 0.1], [0.0, 0.0, 0.1], [0.0, 0.0, 0.0], [0.0, 0.0, 0.0], [0.0, 0.0, 0.0], [0.0, 0.0, 0.0], [0.0, 0.0, 0.0], [0.0, 0.0, 0.0], [0.0, 0.0, 0.0], [0.0, 0.0, 0.0], [0.0, 0.0, 0.0], [0.1, 0.1, -0.1]],
  "multiplicity": 6,
  "e_tot_ev": -128202.6550,
  "total_charge": 1,
  "orbital_gap_ev": [5.9, 6.2]
}